{"formula": "C4H3ClF2N2O", "method": "ωB97M-V/def2-TZVPD", "species": ["Cl", "H", "H", "F", "F", "N", "C", "C", "H", "C", "O", "C", "N"], "positions_angstrom": [[-3.548, -0.883, 1.562], [-2.546, -0.734, -0.638], [-2.419, 0.749, 0.350], [0.889, -2.658, -0.730], [2.058, -1.707, 1.038], [0.122, 0.887, -2.239], [0.287, -0.363, 0.053], [-0.986, -0.771, 0.856], [-1.045, -1.768, 1.310], [-2.357, -0.311, 0.342], [-0.132, 0.245, 1.253], [0.161, 0.379, -1.212], [1.269, -1.459, -0.079]], "atomic_forces_ev_per_a": [[-0.115, 0.027, -0.396], [-0.358, -0.066, 0.013], [0.010, 0.880, -0.262], [-0.641, 1.283, 2.084], [-1.624, -0.427, -0.580], [-0.198, 0.087, 0.011], [-2.962, -2.640, 0.236], [-0.950, 0.691, -2.467], [0.755, 0.482, 0.295], [0.790, -1.092, 1.001], [1.689, -0.576, 0.546], [0.588, -0.451, 0.971], [3.016, 1.801, -1.455]], "lowdin_charge": [0.577, 0.089, 0.072, 0.023, 0.034, 0.196, -0.314, -0.273, 0.145, -0.495, 0.092, -0.104, -0.043], "multiplicity": 1, "smiles": "N#C[C@@]1(N(F)F)O[C@H]1CCl", "orbital_gap_ev": 10.58, "e_homo_ev": -10.373, "lumo_energy_ha": 0.008}

***

{"formula": "C4H3ClNO2S", "method": "ωB97M-V/def2-TZVPD", "species": ["C", "N", "C", "O", "H", "S", "C", "H", "C", "O", "Cl", "H"], "positions_angstrom": [[0.595, -1.193, -1.100], [-1.182, 0.814, 1.217], [-0.572, 1.098, 2.227], [-2.073, -0.098, -0.603], [0.817, -1.858, -0.164], [0.593, 1.394, -1.854], [-1.071, 0.298, -0.059], [-0.402, -1.438, -1.770], [0.290, 0.244, -0.669], [-0.279, 1.347, 3.310], [1.714, 0.599, 1.062], [1.571, -1.209, -1.595]], "atomic_forces_ev_per_a": [[-0.886, -0.956, 1.002], [-0.599, 0.588, 0.764], [-0.739, -0.833, -1.730], [0.453, -0.105, -0.356], [-1.197, 0.830, -1.591], [-0.128, 0.534, 0.090], [-0.444, 0.373, 1.198], [2.904, -0.030, 1.669], [0.683, -0.637, -1.527], [0.502, 0.584, 1.399], [0.066, -0.455, -0.349], [-0.614, 0.105, -0.569]], "lowdin_charge": [-0.207, 0.180, -0.457, 0.064, 0.083, 0.491, -0.578, 0.132, -1.064, 0.134, 0.178, 0.045], "multiplicity": 1, "charge": -1, "orbital_gap_ev": 7.78, "e_homo_ev": -4.224, "lumo_energy_ha": 0.131}

***

{"formula": "C4H3ClO2S", "method": "ωB97M-V/def2-TZVPD", "species": ["C", "C", "S", "C", "O", "H", "Cl", "H", "O", "C", "H"], "positions_angstrom": [[2.405, 0.136, -0.127], [1.131, 0.358, 0.148], [-0.306, -0.475, -2.146], [-1.098, -0.697, 0.494], [-2.281, -1.030, -0.006], [-2.256, -1.112, -0.995], [0.711, 1.561, 1.353], [3.183, 0.775, 0.296], [-0.841, -0.861, 1.641], [-0.066, -0.261, -0.559], [2.627, -0.700, -0.775]], "atomic_forces_ev_per_a": [[-0.137, -0.023, -0.094], [-0.558, 0.369, -0.627], [0.452, 0.134, 0.697], [-0.442, -0.930, -1.216], [-0.717, -0.268, -0.796], [0.212, 0.397, 0.919], [0.065, 0.059, -0.469], [-0.174, -0.569, 0.022], [0.313, 0.188, 0.551], [0.695, 0.418, 1.259], [0.291, 0.224, -0.245]], "lowdin_charge": [0.005, -0.720, 0.866, -0.611, 0.077, 0.065, 0.707, 0.077, 0.112, -0.651, 0.073], "multiplicity": 1, "smiles": "C=C(Cl)C(=S)C(=O)O", "orbital_gap_ev": 8.02, "e_homo_ev": -9.939, "lumo_energy_ha": -0.071}

***

{"formula": "C4H3ClOS", "method": "ωB97M-V/def2-TZVPD", "species": ["H", "Cl", "S", "C", "C", "C", "H", "C", "H", "O"], "positions_angstrom": [[0.465, -1.486, -1.527], [0.133, -2.599, 0.487], [-1.681, -0.399, -0.675], [0.949, -0.025, -0.068], [-1.173, 1.121, 0.336], [0.125, -1.139, -0.575], [2.093, -0.179, -0.127], [0.285, 1.005, 0.526], [0.776, 1.722, 0.984], [-1.973, 1.979, 0.639]], "atomic_forces_ev_per_a": [[-0.313, -0.347, -0.627], [-0.418, -0.196, 0.250], [2.116, -0.899, -0.005], [2.115, -2.521, -1.257], [2.701, 0.862, 1.157], [-0.608, 1.357, 0.124], [-2.172, 0.490, 0.194], [-5.228, -1.844, -1.781], [1.962, 3.676, 2.197], [-0.155, -0.579, -0.252]], "lowdin_charge": [0.045, 0.546, 1.085, -0.232, -0.647, -0.889, 0.141, -0.092, 0.059, -0.015], "multiplicity": 3, "orbital_gap_ev": [6.60, 5.44], "e_homo_ev": [-6.370, -9.675], "lumo_energy_ha": [0.008, -0.156]}

***

Values for energy above the lowest of the compared OMol25 structures with the same formula, charge and spin, kJ/mol, ordered as above
83.8 92.4 82.4 0.0
Values for total energy, eV, ordered as above
-27174.6406 -33140.5529 -31647.9764 -29597.1085